Molecular formula: C4H3FO3
Method: DFT, ωB97M-V with the def2-TZVPD basis set

Net charge: 0
Kohn-Sham gap, Eh: 0.3643
LUMO, eV: 0.01
SMILES string: O=CO/C(C=O)=C/F

Geometry as XYZ:
```
11
Properties=species:S:1:pos:R:3:lowdin_charge:R:1
O 1.99875 -1.50005 0.43197 0.096
C 2.04726 -0.77965 -0.52976 -0.293
O 1.21378 0.23085 -0.87062 0.061
C -0.01309 0.24142 -0.22756 -0.160
C -0.80954 1.49240 -0.46769 -0.189
O -1.77391 1.78342 0.17065 0.089
C -0.67006 -0.74315 0.48379 -0.042
F -1.89423 -0.56279 0.90401 0.087
H 2.92210 -0.79410 -1.11584 0.132
H -0.46929 2.12689 -1.24381 0.112
H -0.24119 -1.64752 0.81490 0.108
```

=====

Molecular formula: C4H3FO4
Method: DFT, ωB97M-V with the def2-TZVPD basis set

Net charge: -2
Kohn-Sham gap, Eh: 0.2833
LUMO, eV: 6.72

Geometry as XYZ:
```
12
Properties=species:S:1:pos:R:3:lowdin_charge:R:1
C -0.87662 2.02824 -1.41075 -0.805
C -2.24328 -2.41459 1.01931 -0.706
C -0.62751 -0.40189 0.91441 0.013
C -1.11335 -1.44377 0.31876 -0.253
O -0.31359 2.91040 -0.81616 -0.119
O -2.90786 -1.75248 1.80674 -0.070
O -0.84589 1.69030 -2.58795 -0.137
O -2.05419 -3.64511 0.88188 -0.095
F -0.53755 -1.94632 -0.83803 -0.021
H -1.08419 0.04850 1.81467 0.076
H 0.09264 0.19388 0.40341 0.040
H -1.64128 1.45608 -0.83604 0.078
```

=====

Molecular formula: C4H3FS
Method: DFT, ωB97M-V with the def2-TZVPD basis set

Net charge: 0
Kohn-Sham gap, Eh: 0.2828
LUMO, eV: -1.46

Geometry as XYZ:
```
9
Properties=species:S:1:pos:R:3:lowdin_charge:R:1
C 0.32785 -1.45099 0.08714 -0.307
C -0.21996 -0.05810 -0.12075 -0.802
C 0.71706 1.08711 -0.33146 -0.117
C 1.35227 2.18556 0.18438 0.125
H -0.05660 -2.40382 -0.53911 0.160
H 0.21817 -1.65730 1.44632 0.208
H 1.71909 3.34565 0.28513 0.100
F 1.65792 -1.37369 -0.04537 -0.067
S -1.86658 0.15607 0.01875 0.700
```

=====

Molecular formula: C4H3I
Method: DFT, ωB97M-V with the def2-TZVPD basis set

Net charge: 0
Kohn-Sham gap (spin up / spin down), Eh: 0.2758 / 0.2745
LUMO (spin up / spin down), eV: -1.90 / -1.92

Geometry as XYZ:
```
8
Properties=species:S:1:pos:R:3:lowdin_charge:R:1
C 0.85495 -2.57124 0.01433 -0.132
C 0.63554 -1.44482 -0.32280 -0.107
C 0.03245 1.84434 0.09990 -0.127
C -0.67051 0.82258 -0.22936 -0.654
I -2.59945 0.08179 -0.09038 0.867
H 0.99538 -3.56980 0.26348 -0.031
H -0.40798 2.81331 0.30597 0.069
H 1.15961 2.02383 -0.04114 0.114
```

=====

Molecular formula: C4H3I
Method: DFT, ωB97M-V with the def2-TZVPD basis set

Net charge: 0
Kohn-Sham gap, Eh: 0.3457
LUMO, eV: -0.36

Geometry as XYZ:
```
8
Properties=species:S:1:pos:R:3:lowdin_charge:R:1
C 0.15604 2.39538 -0.11273 -0.040
C -1.61326 -0.46664 -0.34530 -0.757
C -0.83964 -1.51494 -0.31931 -0.116
C -0.50781 1.35790 -0.23034 -0.066
I -3.63085 -0.14326 -0.17260 0.863
H 0.23305 -1.43169 -0.35810 0.066
H -1.24865 -2.51575 -0.27166 0.065
H 0.66981 3.31202 -0.12024 -0.014
```

=====

Molecular formula: C4H3I
Method: DFT, ωB97M-V with the def2-TZVPD basis set

Net charge: 0
Kohn-Sham gap, Eh: 0.2974
LUMO, eV: -1.45

Geometry as XYZ:
```
8
Properties=species:S:1:pos:R:3:lowdin_charge:R:1
C 0.46634 1.42087 2.20713 -0.105
C 0.28434 -0.46590 -0.95829 -0.717
C 0.40998 0.80673 1.15212 -0.072
C -0.91660 -0.89945 -1.17466 -0.117
I 2.12595 -0.58042 -1.81473 0.896
H 0.51705 1.92837 3.12680 -0.024
H -1.14094 -1.56906 -1.99768 0.073
H -1.74611 -0.64115 -0.54069 0.068
```

=====

Which energy belongs to each record? In order, -13054.4089, -15103.5240, -17743.4741, -12289.2439, -12291.3423, -12290.0798 eV.